Molecular formula: C23H32BrIrO2S3Si2
Method: DFT, ωB97M-V/def2-TZVPD

Calculated values
- maximum force (eV Å⁻¹) = 1.4
- gap between HOMO and LUMO (hartree) = 0.2936
- HOMO level (eV) = -7.826
- lowest unoccupied orbital energy (Ha) = 0.0060

Last column: Löwdin charge in e.
Positions of all 64 atoms, in Å:
Ir: 0.3672 0.2373 -0.5235  0.628
Br: 1.8500 -1.1715 7.0612  0.732
S: 3.4035 3.3890 0.4050  0.892
S: 0.3457 2.8908 -1.5576  0.872
S: 2.3187 0.2971 -1.8817  0.821
Si: -1.7313 0.2908 -1.5128  0.389
Si: 0.2198 -2.0519 -1.0273  0.416
O: -0.6491 -0.1793 1.2334  -0.168
O: 1.4267 0.3018 1.8207  -0.054
C: 0.5044 -0.7593 5.7900  -0.678
C: -0.1318 -0.2610 3.5430  -0.121
C: -1.8218 0.7269 -3.3406  -0.209
C: 0.8607 -0.5505 4.4708  -0.063
C: -3.8611 -1.6749 -1.3978  -0.095
C: 0.2586 -0.0303 2.1129  -0.590
C: -1.7963 -0.3745 5.2681  -0.065
C: -2.1079 -3.7857 -0.9711  -0.092
C: 0.7384 4.0157 -0.1931  -0.506
C: -1.4612 -0.1772 3.9378  -0.012
C: 3.8117 0.9662 -1.0523  -0.439
C: 3.7667 1.6191 0.3262  -0.512
C: 1.6543 3.4391 0.8692  -0.525
C: -1.6043 -2.4892 -1.0823  -0.291
C: 1.1094 -3.0958 0.2552  -0.200
C: -4.3489 -2.9681 -1.2760  -0.093
C: -3.4718 -4.0248 -1.0638  -0.092
C: 1.7970 2.9200 -2.6279  -0.502
C: 0.9044 -2.5319 -2.7164  -0.229
C: -2.7924 1.5219 -0.5752  -0.202
C: -0.8148 -0.6711 6.2040  -0.125
C: -2.4921 -1.4176 -1.3039  -0.289
C: 2.0677 1.5303 -3.1714  -0.495
H: -0.2337 4.2393 0.2525  0.078
H: 1.3560 2.4226 1.1295  0.038
H: -2.8525 0.6138 -3.6911  0.032
H: -1.2061 0.0467 -3.9350  0.018
H: 1.5763 4.0407 1.7769  0.077
H: 1.8916 -0.6040 4.1498  0.114
H: 4.2684 1.6351 -1.7837  0.079
H: 4.7745 1.5372 0.7380  0.074
H: 0.5783 -3.0456 1.2091  0.029
H: 4.4490 0.0835 -0.9823  0.076
H: -4.5597 -0.8602 -1.5623  0.097
H: 1.9836 -2.3910 -2.7964  0.001
H: 1.1689 -4.1471 -0.0393  0.027
H: -3.8548 -5.0338 -0.9687  0.098
H: -3.8116 1.5268 -0.9722  0.030
H: -1.4334 -4.6195 -0.8024  0.100
H: -1.5045 1.7526 -3.5424  0.005
H: -2.8289 -0.3038 5.5838  0.108
H: -2.4020 2.5389 -0.6655  0.004
H: 2.1272 -2.7326 0.4182  0.023
H: 2.6412 3.3079 -2.0631  0.029
H: 0.6883 -3.5886 -2.8998  0.032
H: -1.0694 -0.8332 7.2421  0.100
H: 1.5967 3.5891 -3.4665  0.086
H: 0.4172 -1.9628 -3.5125  0.020
H: 2.9404 1.5408 -3.8278  0.092
H: 3.1056 1.0844 1.0032  0.041
H: -2.2195 0.0337 3.1961  0.117
H: 1.2226 1.1459 -3.7448  0.073
H: -2.8425 1.2580 0.4817  0.022
H: -5.4138 -3.1559 -1.3440  0.098
H: 1.1265 4.9496 -0.6037  0.080

Molecular formula: C23H32F14N2OSSi2
Method: DFT, ωB97M-V/def2-TZVPD

Calculated values
- maximum force (eV Å⁻¹) = 0.7
- gap between HOMO and LUMO (hartree) = 0.3595
- HOMO level (eV) = -9.284
- lowest unoccupied orbital energy (Ha) = 0.0183

Last column: Löwdin charge in e.
Positions of all 75 atoms, in Å:
S: 2.1921 -1.8921 -6.7549  0.782
Si: -1.1950 1.1206 -2.3405  0.339
Si: -1.0613 1.4056 0.6371  0.380
F: 0.6516 -1.6707 -6.3912  -0.136
F: -3.2440 2.1579 4.4401  0.036
F: 2.5720 4.4069 -3.3116  0.144
F: 0.9666 4.2407 -4.7272  0.130
F: 2.4224 -1.7373 -2.7130  0.111
F: 1.7633 -2.2652 -8.2209  -0.111
F: 3.1874 -3.8323 2.3516  0.046
F: 3.2046 -0.2660 -4.9069  0.127
F: 2.2827 -0.3735 -7.1864  -0.129
F: 3.7018 -2.1035 -7.1746  -0.124
F: 3.7214 -2.3548 -4.6953  0.136
F: 2.0415 2.4890 -4.1330  0.125
F: 1.0222 -2.8331 -3.9413  0.101
F: 2.0562 -3.4252 -6.3514  -0.131
O: -1.8140 1.1671 -0.8120  -0.265
N: -2.3653 0.4840 -3.4404  -0.023
N: -2.0362 2.4530 1.6034  -0.043
C: 0.9800 -5.9630 0.4589  -0.086
C: -4.9076 2.5331 6.0556  -0.014
C: 3.0239 -4.1230 0.0256  -0.014
C: -5.2564 2.6012 7.3974  -0.082
C: -3.5993 2.2274 5.7454  -0.278
C: 0.3219 0.7220 3.5647  -0.266
C: -0.7023 -0.2594 1.3870  -0.255
C: 0.4491 -0.2704 2.3978  -0.267
C: 0.6373 -0.5028 -3.7660  -0.139
C: 0.5854 3.4253 -2.5191  -0.125
C: -3.0031 2.0622 8.0336  -0.081
C: 1.5339 3.6456 -3.6605  -0.645
C: -2.6314 1.9884 6.6983  -0.014
C: -4.3105 2.3672 8.3860  -0.095
C: -0.7640 2.8288 -2.9542  -0.187
C: 2.4191 -4.7656 -1.0457  -0.083
C: 1.5767 -5.3384 1.5453  -0.021
C: 1.4003 -5.6843 -0.8345  -0.092
C: 0.2895 -0.0175 -2.3587  -0.185
C: 1.1345 2.0126 3.4222  -0.113
C: 2.5892 -4.4338 1.2978  -0.288
C: 2.7288 -1.5148 -4.9532  -0.441
C: 1.6454 -1.6319 -3.8218  -0.454
H: 0.5313 -1.2769 2.8023  0.099
H: -6.2767 2.8385 7.6680  0.105
H: 0.6217 0.2128 4.4814  0.099
H: -2.6038 1.9417 2.2731  0.011
H: 0.2319 2.1151 0.3963  0.031
H: 1.1193 2.7878 -1.8121  0.096
H: 0.4594 4.3933 -2.0356  0.131
H: 1.2768 -5.5459 2.5631  0.116
H: 2.7528 -4.5418 -2.0502  0.100
H: 3.8191 -3.4036 -0.1131  0.119
H: 0.9359 -6.1807 -1.6753  0.102
H: -5.6219 2.7129 5.2647  0.118
H: -0.2646 -0.8673 -4.2522  0.107
H: 0.0569 -0.8703 -1.7140  0.085
H: -3.1346 1.1097 -3.6482  0.040
H: -1.6212 1.7504 6.3943  0.113
H: -2.2623 1.8802 8.8008  0.106
H: 1.3848 -0.0873 1.8601  0.101
H: -2.7904 -0.3813 -3.1262  0.044
H: 0.5581 2.8439 3.0136  0.045
H: -1.5692 3.5140 -2.6816  0.090
H: -4.5916 2.4226 9.4285  0.101
H: -0.8008 2.7520 -4.0449  0.086
H: -0.4548 -0.9518 0.5780  0.063
H: 1.0146 0.3167 -4.3740  0.109
H: 1.5231 2.3453 4.3854  0.067
H: -1.6139 -0.6548 1.8504  0.087
H: 1.9896 1.8663 2.7596  0.070
H: 0.1857 -6.6779 0.6292  0.103
H: -1.4832 3.0979 2.1555  0.017
H: 1.1542 0.4801 -1.9102  0.088
H: -0.7369 0.9786 3.6994  0.080

Molecular formula: C23H32F6N2O6P3SZn
Method: DFT, ωB97M-V/def2-TZVPD

Calculated values
- maximum force (eV Å⁻¹) = 0.4
- gap between HOMO and LUMO (alpha / beta) (hartree) = 0.3080 / 0.2595
- multiplicity = 2
- HOMO level (alpha / beta) (eV) = -13.335 / -14.095
- total charge = +2
- lowest unoccupied orbital energy (alpha / beta) (Ha) = -0.1821 / -0.2585
- <S²> = 0.76

Last column: Mulliken spin population.
Positions of all 74 atoms, in Å:
Zn: 1.5637 -0.6321 -0.0868  -0.006
S: 0.8915 1.7404 0.6522  0.053
P: -2.3876 1.0948 0.4828  0.295
P: 3.8788 0.0650 0.4797  -0.001
P: -1.3882 -2.5443 -1.2245  0.000
F: -0.2154 -1.2934 -1.1682  0.005
F: -2.3867 -1.6676 -0.3586  0.015
F: -0.2346 -3.4094 -2.0571  0.000
F: -2.3681 -3.7696 -1.3015  0.000
F: -1.8998 -1.9230 -2.5806  -0.001
F: -0.7383 -3.1300 0.1503  0.000
O: 4.3601 0.4024 1.9348  0.000
O: 0.9343 1.3387 -0.7783  0.004
O: 0.4737 0.4864 1.3624  0.045
O: 4.6666 -1.3135 0.1996  0.000
O: 4.5891 1.1937 -0.3737  0.000
O: 2.1284 2.2921 1.1365  0.000
N: 2.1268 -2.6701 -0.2414  0.000
N: 1.7341 -5.3049 -2.3771  0.000
C: 4.5386 1.7110 2.5285  0.000
C: -3.4232 1.7882 -3.3180  -0.036
C: -0.7770 5.3170 1.2533  -0.003
C: 0.1292 4.2708 1.1339  0.008
C: -4.9663 0.1324 -2.4625  -0.026
C: 2.8723 -4.6505 -1.6359  0.000
C: -0.3362 2.9906 0.8748  -0.142
C: -5.3647 0.5405 3.1723  0.001
C: -4.7316 -0.2173 4.1488  0.009
C: 4.2042 1.4847 -1.7297  0.000
C: 6.0918 -1.4089 0.4483  0.000
C: -2.7937 1.8432 -2.0913  0.057
C: -3.4005 -0.5825 4.0051  0.005
C: -3.2698 1.0506 -1.0319  0.118
C: 2.7169 -3.1304 -1.5160  0.000
C: -3.3301 0.5626 1.8974  0.091
C: -4.3406 0.1677 -1.2325  0.063
C: -2.6929 -0.1953 2.8795  0.041
C: -4.5110 0.9404 -3.4996  0.098
C: -2.1332 5.0827 1.1113  0.008
C: -1.7013 2.7406 0.7428  0.174
C: -2.5962 3.7997 0.8557  0.053
C: -4.6699 0.9332 2.0412  0.026
H: -5.0034 0.9013 -4.4616  0.003
H: 6.5168 -2.0203 -0.3435  0.000
H: 6.2513 -1.8767 1.4159  0.000
H: -3.6604 3.6261 0.7574  0.007
H: 4.7498 0.8322 -2.4105  0.000
H: -1.9439 2.4975 -1.9437  0.007
H: 4.4752 2.5193 -1.9182  0.000
H: -6.4005 0.8267 3.2912  0.001
H: 3.7061 1.8977 3.1989  0.000
H: -5.8062 -0.5289 -2.6196  0.000
H: 1.7752 -6.3236 -2.3033  0.000
H: -2.9135 -1.1705 4.7703  0.000
H: 3.7794 -4.9131 -2.1764  0.000
H: 0.8210 -4.9733 -2.0299  0.000
H: -1.6553 -0.4737 2.7613  0.023
H: 1.7578 -5.0657 -3.3715  0.000
H: 1.1898 4.4391 1.2379  0.001
H: -0.4178 6.3162 1.4558  0.000
H: -4.6704 -0.4819 -0.4341  -0.001
H: 1.2838 -3.1884 -0.0080  0.000
H: 3.1271 1.3685 -1.8619  0.000
H: 2.9125 -5.1201 -0.6535  0.000
H: 2.1155 -2.7433 -2.3387  0.000
H: -2.8396 5.8963 1.2013  0.002
H: 6.5550 -0.4249 0.4352  0.000
H: 2.8117 -2.8070 0.4994  0.000
H: 3.7060 -2.6831 -1.5891  0.000
H: -5.1686 1.5239 1.2832  0.003
H: 5.4739 1.6708 3.0791  0.000
H: 4.5824 2.4743 1.7572  0.000
H: -3.0723 2.4027 -4.1349  0.000
H: -5.2817 -0.5247 5.0279  0.000

Number 1: DFT total energy -5498.108171 a.u.. Number 2: DFT total energy -3455.830601 a.u.. Number 3: DFT total energy -5257.152034 a.u..